# 1
The following is a quantum chemistry calculation of a structure of composition C18H31ClN7O4Pt, from the Open Molecules 2025 dataset.

Calculated values
- F_max (eV/Å) = 1.3
- gap between HOMO and LUMO (Eh) = 0.2827
- relative energy (zero: lowest compared OMol25 entry of this formula, charge and spin) (eV) = 0.000
- E (Eh) = -1968.1375
- net charge = +1
- HOMO (eV) = -10.653
- LUMO level (eV) = -3.0

Cartesian coordinates (Å):
C (-4.16646, 0.99901, -2.20374)
C (-0.83136, -4.87436, 1.97013)
H (-3.78913, 0.78709, -3.20007)
N (3.32059, -0.32283, 1.50721)
O (1.90573, 1.53137, -0.05200)
H (0.10128, 3.03788, -3.69685)
C (-3.42209, 1.74202, 0.01131)
O (-1.38727, -0.96759, -0.78654)
H (2.98197, -1.29512, 3.77331)
C (0.23347, -2.91197, 2.86877)
H (-0.81940, 2.22766, 2.19489)
H (-3.26658, 0.78718, 0.52080)
H (0.01785, 1.26421, -3.57169)
H (0.46686, 1.26688, 2.50199)
H (0.01628, 2.17028, -1.54677)
C (-0.07990, -4.23766, 2.97418)
H (2.69729, -1.11829, 1.49958)
N (-0.82469, 1.76929, -1.15264)
C (3.36989, 0.35326, 2.66130)
H (0.58840, 4.35010, 3.16143)
H (3.83570, 2.09177, 4.72842)
C (2.11692, 2.58783, 0.59205)
H (-2.28238, 4.09861, -4.03713)
N (0.05750, 1.89273, 1.81177)
C (-1.25626, -4.15484, 0.89641)
N (-1.80583, 2.23328, -3.20822)
N (3.74580, 1.61834, 2.68342)
C (0.95606, 3.03315, 1.51810)
H (0.36216, 3.72542, 0.91500)
H (-5.06528, 1.61369, -2.28484)
C (3.48780, 2.53622, 3.79334)
H (-1.84311, -4.63823, 0.12514)
C (-0.52054, 2.15646, -3.88503)
H (1.41024, 2.08544, 4.14023)
O (3.15615, 3.26905, 0.61614)
H (1.95931, 3.58797, 4.81820)
O (0.20822, -0.88476, 1.73664)
C (-1.89882, 1.88435, -1.90318)
H (-3.14834, 2.72979, -4.75474)
C (-0.17197, -2.12530, 1.76083)
C (1.43499, 3.78562, 2.76210)
H (-3.59843, 3.32617, -3.14720)
H (3.83380, 2.10285, 1.78465)
H (-4.43871, 0.05208, -1.73014)
H (-2.77508, 2.48971, 0.46298)
H (0.78533, -2.41278, 3.65605)
H (4.11748, 3.40726, 3.62114)
H (0.24153, -4.80949, 3.83491)
Pt (-0.38647, 0.42950, 0.30329)
H (-2.07188, -2.79705, -1.06450)
H (2.16795, 4.51693, 2.42077)
H (3.26105, 0.12254, 4.68500)
C (2.02424, 2.96700, 3.92259)
N (3.03784, -0.29115, 3.79703)
H (-4.46121, 2.04801, 0.14210)
C (-2.76630, 3.14326, -3.82029)
N (-3.14369, 1.65659, -1.40919)
C (-1.47874, -2.15213, -0.40855)
H (-0.69985, 2.09445, -4.95705)
Cl (-1.21156, -6.55494, 2.12477)
C (-0.94781, -2.77509, 0.75877)
H (3.20788, 0.24920, 0.66415)


# 2
The following is a quantum chemistry calculation of an isolated molecule of C18H31F3O3, from the Open Molecules 2025 dataset.

Calculated values
- F_max (eV/Å) = 1.8
- gap between HOMO and LUMO (Eh) = 0.3194
- structure (SMILES) = COCCCCCCCCCCCC(=O)OCCCC(F)=C(F)F
- E (Eh) = -1229.6483
- HOMO (eV) = -8.376
- LUMO level (eV) = 0.3

Cartesian coordinates (Å):
H (-0.24120, 1.01425, 1.00807)
H (3.54756, -1.63744, -0.21693)
C (2.39563, 0.99186, -2.47670)
F (-0.05417, -4.99314, -1.37915)
H (3.40438, 2.15726, -1.00422)
C (-0.63495, 2.02653, 0.88415)
H (-0.29427, 2.60018, 1.75100)
H (1.23696, -0.21306, 2.94576)
H (-0.57912, -1.50375, -1.16456)
C (-2.15708, 2.01991, 0.83437)
H (-3.10740, -1.37900, -1.95473)
C (-0.00016, 2.68207, -0.35083)
H (1.92059, 0.01292, -2.55621)
O (-1.67552, -0.75026, 2.64093)
H (3.62883, 0.46798, 0.75261)
H (4.30757, 0.73077, -1.51488)
H (1.99842, -1.35992, -1.04012)
H (0.86694, 2.04710, -3.51738)
C (2.82735, 0.37310, 0.01486)
C (-1.68028, -3.27990, -1.01067)
H (-2.50003, 3.05398, 0.91968)
H (2.94414, 0.21267, 3.14391)
F (-0.56338, -4.50808, 0.67864)
F (-2.72683, -3.63889, -1.80156)
C (-3.74415, -0.70167, -0.04537)
H (1.68670, 3.03542, -2.27386)
H (0.99440, 3.04864, -0.09248)
C (1.28398, 2.04991, -2.50986)
H (-4.58620, -1.34380, -0.29716)
H (-0.62441, 3.51901, -0.67007)
H (3.00659, 1.10684, -3.37534)
C (-1.48920, -1.83466, -0.65560)
H (-2.47862, 1.68472, -0.15090)
H (0.32521, 0.69690, -1.10406)
C (-2.55261, -0.25342, 1.98140)
O (-3.37443, -1.07295, 1.28139)
H (-2.26436, 0.04535, -1.44816)
H (-1.27158, -1.78207, 0.41490)
H (-3.82228, 1.50478, 2.12872)
C (3.31404, 1.09550, -1.24967)
C (0.14633, 1.68733, -1.52276)
H (-2.26509, 1.58074, 2.90720)
H (0.84393, -1.27186, 1.17018)
C (2.23046, -0.61713, 3.15088)
H (1.96098, 0.87115, 0.45425)
C (-2.63156, -0.91461, -1.09097)
H (1.69163, -2.77350, 0.85824)
C (1.84231, -1.70583, 1.05553)
C (2.58416, -1.12986, -0.14712)
C (-0.80744, -4.23293, -0.59240)
C (-2.77021, 1.24151, 2.00398)
H (2.23060, -1.04392, 4.15431)
H (-4.14054, 0.31414, -0.08072)
O (2.60926, -1.63029, 2.23990)
H (-0.79188, 1.69942, -2.08039)


# 3
The following is a quantum chemistry calculation of a structure of composition C18H31Ge2N2OSeV, from the Open Molecules 2025 dataset.

Calculated values
- F_max (eV/Å) = 4.0
- spin multiplicity = 3
- gap between HOMO and LUMO (spin up / spin down) (Eh) = 0.2478 / 0.2556
- relative energy (zero: lowest compared OMol25 entry of this formula, charge and spin) (eV) = 2.023
- E (Eh) = -8388.4034
- HOMO (spin up / spin down) (eV) = -6.581 / -6.712
- LUMO level (spin up / spin down) (eV) = 0.2 / 0.2

Cartesian coordinates (Å):
H (-4.92151, 4.05205, 0.19602)
C (-4.66020, -0.06268, 1.25714)
H (-3.20648, -3.16061, -2.45109)
H (-0.94731, 4.53878, -1.51472)
C (0.36273, -1.62692, 1.47517)
H (-3.37594, 4.82917, 0.51442)
C (-1.54811, -1.99814, -1.55499)
H (-3.98492, 1.47298, -2.24920)
C (-2.81484, -2.43724, -1.76676)
H (-0.62996, -2.30395, -2.02808)
H (1.03098, 1.49184, 2.82493)
C (3.29150, -0.51669, 1.54967)
H (-3.49252, 3.07386, 0.49636)
H (-4.70141, 2.24271, 3.72070)
H (4.11992, -0.10539, 2.11935)
H (1.45657, -2.60626, 4.71455)
C (-5.15988, 0.73378, 2.25764)
H (2.98059, 0.22264, 0.80757)
H (-6.21051, 0.69472, 2.49800)
H (0.35190, 0.64757, 4.21183)
H (-5.40387, 2.44801, -2.60785)
C (-4.01839, 5.65815, -2.78299)
H (0.00846, -2.64478, 1.66133)
H (-3.78720, 5.66602, -3.84370)
Ge (-3.44274, 3.95813, -1.90983)
H (2.05479, 1.11049, 4.21811)
H (2.63754, -3.23332, 3.56968)
H (0.05764, 1.64151, -3.77706)
C (-4.30811, 1.58938, 2.95561)
H (-3.52944, 6.51209, -2.32337)
C (-0.65580, 1.12146, -3.13953)
H (3.65087, -1.39582, 1.02148)
H (-4.12000, 2.30604, -3.80188)
C (-3.85144, 3.98449, 0.02440)
N (-1.55615, -1.06986, -0.54769)
H (-5.09050, 5.78773, -2.67124)
Se (-0.79213, 2.03445, -1.41255)
H (-1.63427, 1.09077, -3.61524)
C (-2.40432, 0.78204, 1.66164)
H (-1.10230, 3.84726, -3.12927)
C (-4.32745, 2.38192, -2.73801)
H (-4.60559, -1.88954, -0.78796)
C (1.24016, 0.74989, 3.59423)
H (-0.30494, 0.10875, -2.94231)
H (3.09263, -1.95636, 4.69199)
Ge (1.71861, -0.97412, 2.70405)
C (-2.96866, 1.61004, 2.65671)
C (-2.82548, -0.93438, -0.12816)
V (-0.19032, -0.27618, 0.37709)
H (-2.29343, 2.27996, 3.17214)
H (-5.34583, -0.69956, 0.71348)
N (-3.61405, -1.76298, -0.88456)
C (-1.45041, 3.76768, -2.09983)
O (-1.13379, 0.87676, 1.44416)
C (-3.29138, -0.07772, 0.92368)
C (2.28821, -2.33384, 4.06966)


Among the records above, which one has the lowest E?
C18H31Ge2N2OSeV


Which formula does entry 1 have?
C18H31ClN7O4Pt


Which value of E does entry 1 give?
-1968.1375 Eh